1.
13
Properties=species:S:1:pos:R:3 method="wB97M-V/def2-TZVPD" homo_energy_ev=-8.346 e_above_lowest_kcal_mol=114.3 e_tot_ha=-390.93622 max_force_ha_per_bohr=0.2220 gap_ev=7.8
C -0.7512 -0.5224 -0.2251
C 1.5064 -0.4711 -0.3059
C 0.4251 1.3889 0.0064
H -2.1607 -1.9115 -0.1427
H -3.1052 -0.1080 0.1467
H 3.4967 -0.6844 0.5603
H 0.4089 2.5786 -0.0940
H -1.4283 1.3582 0.5673
N -2.0598 -1.0337 0.0413
N 0.2771 -1.1706 -0.4058
N 2.5470 -1.2500 0.2257
N 1.5753 0.8722 -0.3291
N -0.7311 0.9538 -0.0450


2.
147
Properties=species:S:1:pos:R:3 method="wB97M-V/def2-TZVPD" homo_energy_ev=-8.990 e_above_lowest_kcal_mol=0.0 e_tot_ha=-2509.03944 max_force_ha_per_bohr=0.0251 smiles=COC[C@H](C)N.COC[C@H](C)N.COC[C@H](C)N.COC[C@H](C)N.COC[C@H](C)N.COC[C@H](C)N.CCO.CCO.CCO.CCO.CCO gap_ev=9.4
C -1.1404 4.4169 -2.5355
C -0.7078 3.5845 -1.3361
C 0.4445 4.2690 -0.6334
O 0.9094 3.5070 0.4843
C 2.1106 4.0104 1.0049
N -1.8809 3.3817 -0.4594
H -0.3378 4.6308 -3.2448
H -1.5676 5.3797 -2.2383
H -1.9551 3.9142 -3.0634
H -0.3802 2.6090 -1.7330
H 0.0951 5.2460 -0.2803
H 1.2641 4.3669 -1.3508
H 2.0579 5.0845 1.2234
H 2.9501 3.8633 0.3126
H 2.3321 3.4887 1.9350
H -2.5270 2.7451 -0.9151
H -1.5488 2.8462 0.3448
C -5.3127 7.8412 3.7667
C -3.8203 7.6201 3.8421
C -3.4879 6.1508 3.7211
O -2.1077 5.9467 3.9155
C -1.7011 4.6970 3.4532
N -3.1452 8.4485 2.8360
H -5.5224 8.8984 3.9352
H -5.8547 7.2847 4.5294
H -5.6720 7.5951 2.7644
H -3.4479 7.9545 4.8170
H -3.8007 5.7587 2.7392
H -4.0801 5.5732 4.4526
H -2.1673 3.8727 4.0146
H -0.6304 4.5264 3.6046
H -1.8668 4.5526 2.3783
H -2.1486 8.2672 2.8596
H -3.4746 8.1737 1.9149
C -1.1793 -5.5503 -2.9948
C -1.8769 -6.2228 -1.8395
C -1.8587 -5.3067 -0.6328
O -2.5615 -5.8983 0.4219
C -2.6225 -5.0694 1.5432
N -3.2229 -6.6441 -2.2532
H -1.7674 -4.6857 -3.3268
H -1.0884 -6.1974 -3.8660
H -0.1872 -5.2040 -2.6895
H -1.3094 -7.1232 -1.5731
H -2.3016 -4.3316 -0.9206
H -0.8267 -5.0471 -0.3403
H -1.6150 -4.8231 1.9153
H -3.1806 -5.5610 2.3364
H -3.1036 -4.1004 1.3383
H -3.7294 -5.7982 -2.5205
H -3.6704 -6.9761 -1.4029
C -1.2385 -0.8229 2.2624
C -0.3929 0.1417 1.4402
C -0.4809 -0.1445 -0.0491
O -0.0398 -1.4691 -0.3000
C 0.0968 -1.7160 -1.6736
N -0.8082 1.5090 1.6869
H -2.3129 -0.6516 2.1932
H -0.9247 -0.7893 3.3094
H -1.0509 -1.8531 1.9466
H 0.6471 -0.0519 1.7479
H 0.1694 0.5541 -0.5997
H -1.5162 -0.0250 -0.3972
H -0.8847 -1.8314 -2.1537
H 0.5408 -2.7028 -1.8289
H 0.7115 -0.9671 -2.1840
H -0.7593 1.7015 2.6828
H -0.2023 2.1961 1.2381
C 3.3761 -2.6898 3.7332
C 4.8436 -2.7328 3.3689
C 5.5514 -3.8781 4.0586
O 5.2229 -3.8777 5.4426
C 5.9996 -4.7854 6.1809
N 5.0225 -2.8827 1.9180
H 2.8862 -3.6149 3.4093
H 2.8840 -1.8667 3.2107
H 3.2333 -2.6122 4.8071
H 5.3016 -1.8001 3.7416
H 6.6389 -3.8032 3.9318
H 5.2002 -4.8239 3.6214
H 5.7510 -5.8207 5.9213
H 5.7433 -4.6289 7.2303
H 7.0735 -4.6009 6.0725
H 4.4715 -2.1557 1.4527
H 5.9929 -2.6509 1.7186
C 4.2351 0.7241 1.4603
C 3.4398 0.3031 0.2598
C 4.2557 0.3331 -1.0233
O 4.6741 1.6300 -1.3886
C 3.6590 2.3468 -2.0598
N 2.9494 -1.0807 0.4293
H 3.5823 0.7837 2.3398
H 4.6919 1.7060 1.3295
H 5.0362 0.0266 1.7130
H 2.5568 0.9479 0.1372
H 3.6728 -0.1064 -1.8510
H 5.1337 -0.3050 -0.8956
H 2.7358 2.3828 -1.4758
H 3.5180 1.9445 -3.0679
H 3.9967 3.3799 -2.1735
H 2.4552 -1.3353 -0.4163
H 2.2966 -1.1545 1.1969
C 2.1839 1.1865 -6.4278
C 1.4683 0.9426 -5.1257
O 0.3061 0.1161 -5.3581
H 2.9838 1.9263 -6.3138
H 1.4907 1.5197 -7.1956
H 2.6921 0.2714 -6.7361
H 1.0728 1.8466 -4.6645
H 2.1258 0.3986 -4.4423
H 0.5331 -0.7839 -5.0959
C 0.4093 0.2146 6.0501
C 1.0648 1.0055 4.9497
O 0.2131 2.0967 4.5068
H 1.1477 -0.4282 6.5326
H -0.4263 -0.3656 5.6674
H 0.0403 0.9021 6.8126
H 1.2368 0.4234 4.0402
H 2.0391 1.4267 5.2080
H 0.5162 2.9170 4.9043
C -2.6126 0.0227 -3.5291
C -3.2786 1.3924 -3.6467
O -4.6842 1.3037 -3.8030
H -1.5603 0.1503 -3.2721
H -2.6767 -0.4698 -4.4987
H -3.0946 -0.5133 -2.7146
H -2.8359 1.9188 -4.5024
H -3.0585 2.0021 -2.7695
H -4.8688 0.9540 -4.6791
C -5.3634 -2.3376 -1.0569
C -4.6634 -2.7430 -2.3480
O -4.8415 -4.1341 -2.6111
H -6.4476 -2.4344 -1.1434
H -5.0852 -1.3392 -0.7209
H -5.0960 -3.0386 -0.2576
H -3.5969 -2.5478 -2.3020
H -5.1136 -2.1506 -3.1518
H -5.7712 -4.3126 -2.7792
C 1.1034 -3.4702 -6.6461
C 0.4303 -3.2427 -5.3095
O 1.2328 -2.4234 -4.4233
H 1.1749 -2.5396 -7.2099
H 0.5334 -4.2032 -7.2187
H 2.1148 -3.8592 -6.5166
H 0.3170 -4.1878 -4.7795
H -0.5314 -2.7550 -5.4585
H 1.7640 -3.0034 -3.8726


3.
17
Properties=species:S:1:pos:R:3 method="wB97M-V/def2-TZVPD" charge=-1 homo_energy_ev=-4.244 e_above_lowest_kcal_mol=0.0 e_tot_ha=-1329.02568 max_force_ha_per_bohr=0.0956 smiles="O=S(=O)([S-])c1c(O)cccc1O" gap_ev=7.7
C 2.2988 0.0477 -0.1392
C 1.6024 -1.1406 -0.3330
C 1.6195 1.1608 0.1140
C 0.2196 -1.2316 -0.1757
C 0.2489 1.1245 0.1583
C -0.4330 -0.0783 0.0465
O -2.7072 -1.4244 0.3657
O -2.4448 0.7509 1.3633
O -0.3711 -2.4510 -0.3999
O -0.4582 2.2800 0.3720
S -2.8806 0.7865 -1.4388
S -2.2402 -0.0637 0.2269
H 3.4211 0.0080 -0.3316
H 2.0398 -1.9512 -0.7203
H 2.1004 2.2180 0.0209
H -1.3429 -2.3660 -0.4357
H -0.6724 2.3303 1.3066


4.
11
Properties=species:S:1:pos:R:3 method="wB97M-V/def2-TZVPD" s2=8.76 charge=+1 spin_multiplicity=6 homo_energy_ev="-14.793 / -16.034" e_above_lowest_kcal_mol=20.1 e_tot_ha=-436.84247 max_force_ha_per_bohr=0.0857 gap_ev="9.1 / 7.7"
O -0.9151 1.2102 1.7919
C -0.3830 1.7825 0.8110
O -0.6065 2.7807 0.1864
C -0.1180 -1.4951 -0.2337
C 0.5321 -0.2245 -0.7652
O 0.7865 0.7178 0.3446
Ru -0.1174 -0.6382 1.6737
H -1.1135 -1.6690 -0.6705
H 0.5032 -2.3816 -0.4277
H -0.0893 0.3156 -1.4975
H 1.5209 -0.3983 -1.2131


5.
45
Properties=species:S:1:pos:R:3 method="wB97M-V/def2-TZVPD" charge=+1 homo_energy_ev=-11.576 e_tot_ha=-2164.77197 max_force_ha_per_bohr=0.0649 gap_ev=7.8
Al 0.5197 -0.1268 0.2017
C 3.5438 -2.4397 -1.7903
C 2.6302 -3.2420 -2.5589
C 1.3004 -3.0971 -2.4533
C 0.7534 -2.2312 -1.5046
C 1.6138 -1.4334 -0.7399
C 3.0228 -1.5451 -0.9055
C -0.6820 -2.1046 -1.2960
C -1.6852 -2.8577 -1.9697
C -3.0111 -2.6614 -1.6822
C -3.4439 -1.5216 -0.9104
C -4.7888 -1.2447 -0.5740
C -5.0725 -0.0681 0.0796
C -4.0377 0.7279 0.5918
C -2.7385 0.3821 0.4570
C -2.3827 -0.7840 -0.2670
N -1.0593 -1.0869 -0.4864
H 4.5935 -2.5521 -1.7579
H 3.0040 -3.9214 -3.3563
H 0.7379 -3.7767 -3.0837
H 3.7482 -0.9601 -0.3006
H -1.4266 -3.6364 -2.6439
H -3.7774 -3.4159 -2.0058
H -5.5782 -1.8631 -1.0064
H -6.1308 0.2123 0.1840
H -4.3248 1.6595 1.0381
H -1.9513 0.9923 0.9753
C 3.0409 1.6871 1.0217
C 1.8877 2.4753 1.6268
O 2.2104 3.5442 2.5007
P 0.9183 1.4222 2.7275
O -0.3652 2.2177 3.1278
O 1.7132 1.0949 4.0342
O 0.6486 0.1070 1.9924
P 0.6227 2.9008 0.3370
O 1.2870 3.7630 -0.8095
O -0.4961 3.6608 0.9178
O 0.4163 1.5468 -0.3962
H 3.5282 0.9353 1.6816
H 3.7761 2.4663 0.8278
H 2.9414 1.2379 0.0464
H 2.6169 4.3180 2.0716
H -0.5602 2.9014 2.3745
H 1.7508 1.8103 4.6795
H 0.6864 4.5068 -0.9966


6.
40
Properties=species:S:1:pos:R:3 method="wB97M-V/def2-TZVPD" charge=-2 homo_energy_ev=-0.652 e_above_lowest_kcal_mol=53.6 e_tot_ha=-1260.28306 max_force_ha_per_bohr=0.1030 gap_ev=6.2
C 2.4064 -1.4797 0.6566
N 1.7930 -0.9889 -0.5953
C 1.3681 0.3327 -0.7532
C 2.3909 1.3852 -0.9405
S 3.0277 2.2319 0.6448
C 0.5593 0.3614 -2.2791
O -0.8179 0.6068 -2.2203
C 1.2185 -2.1121 1.4580
H 2.9962 -0.7392 1.1867
H 3.2767 -2.2342 0.6345
H 2.2405 -1.4637 -1.3197
H 0.4670 0.6012 -0.1644
H 3.1430 0.7581 -1.4898
H 1.9720 2.2701 -1.5990
H 0.6058 -0.5647 -2.8170
H 0.8868 1.1905 -2.8659
H 0.2690 -1.8997 0.9449
H 1.3131 -3.1759 1.4841
H 1.1063 -1.8380 2.5207
H -2.3884 -2.3795 -1.2153
H -2.9031 -1.8557 0.2578
O -2.8090 -2.7640 -0.4834
H -1.2609 -3.3306 -0.5941
H 0.0048 -2.6612 -0.9129
O -0.3316 -3.5457 -0.9653
H 0.1115 3.3744 -0.8354
H -0.4836 2.5400 -1.9338
O -0.0090 3.3506 -1.8042
H -0.8602 0.4563 2.5858
H -2.3876 2.1480 1.2448
O -1.7130 0.6030 2.8394
H -2.2309 -0.1051 2.1034
H -3.7648 -0.6080 0.6802
O -2.8319 -0.7073 0.8444
H -1.2544 0.7202 -1.2627
H -2.5091 0.8395 0.7351
O -2.4113 1.7988 0.3719
H -0.4178 2.3612 2.2290
H 0.5755 3.2928 1.8271
O -0.3474 3.2305 1.8022


7.
181
Properties=species:S:1:pos:R:3 method="wB97M-V/def2-TZVPD" homo_energy_ev=-10.168 e_above_lowest_kcal_mol=0.0 e_tot_ha=-5754.29518 max_force_ha_per_bohr=0.0794 gap_ev=10.5
C 12.2029 10.5393 21.6591
C 11.9989 10.1752 20.2028
C 13.3755 9.8655 19.5279
O 13.1033 8.6637 18.7543
C 11.9369 8.0761 19.1248
O 11.5102 7.0506 18.7684
O 11.2891 8.9068 20.0409
H 12.5344 9.6410 22.1818
H 11.2167 10.8168 22.1141
H 12.8869 11.4058 21.7937
H 11.5470 11.0396 19.6248
H 14.1658 9.5575 20.2588
H 13.6738 10.6487 18.8432
C 13.6479 14.1658 21.3966
C 13.4623 14.4178 22.8197
C 12.5290 15.5821 23.0242
O 11.3092 14.9305 23.3878
C 11.5301 13.6154 23.6411
O 10.6985 12.7859 23.8633
O 12.7917 13.2904 23.4199
H 13.9773 15.0612 20.8535
H 12.8482 13.7516 20.8735
H 14.4212 13.4770 21.1888
H 14.3026 14.5667 23.3870
H 12.4412 16.1623 22.1322
H 12.9405 16.0760 23.9433
C 12.5944 12.0001 11.0634
C 11.4789 11.6768 12.0506
C 10.0267 11.9966 11.7373
O 9.3009 10.8263 12.0580
C 10.2060 9.8488 12.3232
O 9.8951 8.7105 12.4909
O 11.4646 10.2500 12.1846
H 12.9551 13.0074 10.9404
H 12.3618 11.5751 10.0260
H 13.4733 11.4598 11.4620
H 11.6910 12.1072 13.0301
H 9.9487 12.1013 10.6747
H 9.5739 12.8862 12.2482
C 12.7062 15.2976 15.6324
C 11.6043 14.6341 16.4342
C 12.0506 13.6446 17.4507
O 12.2259 14.4477 18.7025
C 11.4878 15.5392 18.4949
O 11.2737 16.3599 19.3661
O 11.0749 15.7070 17.2586
H 13.4031 15.7765 16.2801
H 12.2933 15.9311 14.8547
H 13.2447 14.4282 15.1766
H 10.7828 14.2924 15.7769
H 12.9646 13.1218 17.2152
H 11.4060 12.8525 17.7528
C 15.2367 7.5393 13.8968
C 14.3739 8.4518 14.7780
C 14.7602 8.4189 16.2464
O 15.4950 9.7017 16.4179
C 15.2900 10.5136 15.3817
O 15.5197 11.6921 15.2869
O 14.7257 9.8448 14.3645
H 14.8127 6.4924 13.8097
H 16.2378 7.3499 14.2810
H 15.2249 7.8731 12.8423
H 13.3563 8.2309 14.6483
H 15.3785 7.5700 16.5380
H 13.9145 8.4536 16.9052
C 6.9662 15.4413 14.7074
C 7.5452 14.5529 15.7634
C 6.5759 13.4729 16.2620
O 7.2091 12.2753 15.9659
C 8.4060 12.4977 15.3463
O 9.1473 11.5942 15.0353
O 8.5975 13.7823 15.2199
H 6.4502 14.8838 13.9544
H 7.8073 15.9586 14.1665
H 6.1657 16.0731 15.1906
H 7.9564 15.1030 16.5960
H 5.6687 13.5554 15.7094
H 6.5934 13.5021 17.3703
C 16.8575 12.9802 12.5756
C 16.6169 13.9465 13.6742
C 17.5642 13.7225 14.8719
O 17.9914 15.0113 15.2992
C 17.7243 15.8624 14.3185
O 18.1362 16.9706 14.2729
O 16.9983 15.2714 13.3383
H 17.8659 12.9423 12.1560
H 16.0914 13.2096 11.7791
H 16.5912 11.9690 12.9384
H 15.5457 13.9499 14.0382
H 18.3725 13.1160 14.5691
H 17.0599 13.2098 15.6492
C 14.8831 19.4502 23.2340
C 16.3834 19.6704 23.4452
O 16.8671 18.2712 23.5818
C 15.8932 17.4539 23.1079
O 15.9649 16.2554 23.0045
O 14.7807 18.1237 22.7188
H 14.4109 20.2240 22.5973
H 14.3924 19.4991 24.2052
H 16.5272 20.1144 24.3918
H 16.8905 20.2096 22.6385
C 17.1272 16.4453 19.7585
C 16.7093 16.5575 18.2808
O 16.3371 17.9861 18.1665
C 16.4131 18.5487 19.4435
O 16.0463 19.6325 19.7081
O 16.9259 17.7363 20.3232
H 18.2068 16.1880 19.7913
H 16.5477 15.6385 20.2897
H 15.8419 15.9337 18.1240
H 17.5008 16.3719 17.6593
C 6.9886 13.5443 21.5000
C 8.2030 14.3555 21.9529
O 9.0793 14.1905 20.8067
C 8.3723 13.8332 19.7161
O 8.8321 13.8724 18.5975
O 7.1312 13.4743 20.0870
H 6.0705 14.1083 21.7580
H 6.9018 12.5180 21.8044
H 8.6681 13.9331 22.8417
H 7.8830 15.4059 21.9606
C 9.3933 18.2408 17.7123
C 10.0365 19.1874 18.7825
O 9.4555 18.8391 19.9884
C 8.4370 17.9636 19.7926
O 7.7911 17.5069 20.7333
O 8.3109 17.6654 18.5509
H 10.0298 17.4343 17.3484
H 8.9587 18.7790 16.8499
H 9.7090 20.2037 18.5485
H 11.1064 19.1042 18.8421
C 18.1860 12.6905 18.6792
C 17.4566 11.5357 19.3523
O 16.1859 12.1304 19.6723
C 15.9442 13.1352 18.8181
O 14.9252 13.6820 18.7308
O 17.0917 13.5028 18.1923
H 18.8569 12.2935 17.8863
H 18.7459 13.2964 19.3814
H 17.8037 11.1701 20.3074
H 17.2800 10.7129 18.6610
C 9.4455 9.3057 16.9204
C 10.0553 8.5076 15.7414
O 11.1891 9.2761 15.3526
C 11.4857 10.1777 16.3199
O 12.4655 10.8815 16.3471
O 10.5496 10.1789 17.3023
H 9.1953 8.6751 17.7575
H 8.6081 9.9393 16.6800
H 9.4039 8.4452 14.9246
H 10.4327 7.5130 16.0410
C 13.6104 18.2680 17.5013
C 14.4596 18.1434 16.2023
O 13.5472 18.6873 15.1950
C 12.3487 18.8803 15.6849
O 11.3620 19.2073 15.0929
O 12.3160 18.6963 17.0234
H 13.9767 18.9807 18.1691
H 13.4947 17.2137 18.0133
H 14.7140 17.0706 15.8832
H 15.3229 18.7036 16.2094
C 15.6456 17.9731 12.3387
C 15.5002 17.6183 10.8182
O 14.7971 16.3512 10.7475
C 14.4489 16.0421 12.0526
O 13.9369 15.0525 12.3783
O 14.7080 17.0454 12.9031
H 15.2984 18.9251 12.5347
H 16.7261 17.8418 12.6357
H 16.4470 17.4826 10.2170
H 14.9382 18.4311 10.3072
C 18.5026 15.2141 25.1472
C 18.3845 13.7371 24.5965
O 18.6105 13.8779 23.1731
C 19.1347 15.1737 22.9190
O 19.4650 15.5178 21.8483
O 19.2517 15.8060 24.0690
H 19.0304 15.4648 26.0830
H 17.5002 15.6491 25.2275
H 17.3570 13.3342 24.7821
H 19.1107 13.0196 24.8703